Entry 1:
# C54H66O33

A 12-piece molecular cluster, C54H66O33 overall (the ωB97M-V functional and the def2-TZVPD basis, the OMol25 dataset).

```
153
Properties=species:S:1:pos:R:3:forces:R:3:mulliken_charge:R:1
C 6.519 -0.707 3.437 1.0980 0.8409 -0.5432 -1.608
C 5.247 -1.237 4.009 0.5356 -0.0999 0.7632 0.814
C 4.971 -0.878 5.512 1.0639 -0.6264 -0.4180 -0.499
O 3.726 -0.221 5.496 -0.7576 0.9556 -0.3375 -0.387
C 3.313 -0.048 4.233 -1.6238 -1.0420 -1.7406 0.368
O 2.287 0.400 3.787 0.5268 0.5495 1.6040 -0.391
O 4.104 -0.695 3.351 1.0774 -0.2916 0.3056 0.035
H 6.499 -0.704 2.347 -0.3373 -0.0680 -0.0906 0.279
H 7.367 -1.351 3.669 -0.0557 -0.0935 0.3600 0.483
H 6.784 0.309 3.728 -0.2188 0.0559 0.1810 0.304
H 5.369 -2.306 3.834 -1.0214 -0.2555 0.1581 -0.014
H 5.753 -0.232 5.911 -0.1309 0.2711 -0.1259 0.323
H 4.903 -1.730 6.187 -0.1339 -0.1415 -0.2226 0.306
C -2.500 -2.196 4.275 0.4256 0.1527 -0.1375 -1.509
C -1.696 -2.713 3.094 -1.6660 -0.8531 -1.6402 0.828
C -1.320 -4.214 2.911 0.9099 1.2479 2.9616 -0.178
O -1.378 -4.458 1.536 -0.0979 -0.0856 -1.0257 -0.127
C -2.322 -3.615 0.992 -0.1535 -0.2106 0.9162 0.550
O -2.866 -3.736 -0.083 1.1977 0.4521 1.9482 -0.633
O -2.567 -2.680 1.958 -2.2305 0.5617 -2.7395 -0.353
H -3.438 -2.695 4.519 0.4986 -0.8569 0.0683 0.380
H -2.891 -1.205 4.044 0.5660 0.3147 -0.1191 0.262
H -1.779 -2.127 5.089 -0.4695 0.0523 0.4343 0.389
H -1.000 -1.944 2.760 1.0991 -0.4326 0.8249 -0.062
H -1.949 -4.884 3.497 -0.7050 0.1146 -0.3996 0.233
H -0.376 -4.346 3.440 0.6542 -0.3434 -1.1027 0.166
C -3.175 5.777 3.449 0.3362 1.2020 -0.6165 -1.131
C -2.009 4.988 4.074 -0.8422 -0.4291 -0.3984 0.627
C -2.353 3.568 4.425 -0.3270 -1.4135 0.6614 -0.742
O -1.513 2.723 3.617 0.4702 0.0782 -1.2551 -0.311
C -0.745 3.479 2.755 1.0923 -0.5471 -0.2398 0.138
O 0.091 3.067 1.928 -3.3535 1.4721 2.9211 0.210
O -1.036 4.787 3.040 1.4047 0.0674 -1.0327 -0.371
H -4.196 5.709 3.824 0.2199 -0.8773 0.3799 0.373
H -3.158 5.597 2.374 -0.2731 -0.6802 -0.0264 0.098
H -3.067 6.861 3.403 0.7277 0.1779 0.5655 0.357
H -1.555 5.360 4.993 0.2168 0.9497 -0.5683 0.324
H -3.410 3.326 4.316 0.0398 -0.1672 -0.5644 0.229
H -2.124 3.324 5.463 0.1709 0.0773 -0.0010 0.343
C -0.092 -7.520 -0.488 0.4091 1.1148 -0.6209 -1.421
C 0.520 -6.232 -1.153 -0.8482 -1.2540 1.1069 1.283
C 1.912 -5.977 -0.667 -1.1401 -0.6120 3.4865 0.633
O 2.703 -6.012 -1.759 3.3400 0.8952 0.1210 -0.405
C 2.053 -6.397 -2.825 0.7319 0.2919 -2.7769 0.548
O 2.588 -6.607 -3.893 -1.0558 0.0226 1.4031 -0.610
O 0.765 -6.382 -2.558 -2.1718 -0.5992 -0.4611 -0.411
H -0.056 -7.432 0.598 0.0293 0.3342 0.0427 0.197
H 0.530 -8.379 -0.738 -0.2472 -0.1353 -0.2743 0.410
H -1.144 -7.634 -0.753 0.1713 -0.2585 -0.2219 0.356
H -0.105 -5.376 -0.897 -0.2165 0.0027 -0.8105 -0.292
H 2.205 -6.750 0.043 0.2148 -0.5383 -0.1526 0.080
H 1.898 -5.117 0.002 0.6371 0.8376 -0.8815 -0.359
C 1.289 5.929 0.326 -0.9757 0.7870 0.4421 -1.009
C 0.188 6.655 -0.496 3.3361 -2.2081 -0.0780 0.584
C -0.993 5.775 -0.685 2.2982 -1.4570 0.9311 1.932
O -1.988 6.613 -0.300 -4.3661 -0.1131 -0.7767 -0.423
C -1.568 7.713 0.286 0.7722 0.9030 -1.3864 0.546
O -2.242 8.630 0.578 -1.3122 0.8815 1.2622 -0.580
O -0.244 7.733 0.279 0.7443 0.5960 0.3269 -0.374
H 1.958 6.740 0.612 0.6130 -0.5285 0.0429 0.463
H 1.736 5.000 -0.028 0.1195 0.4964 -0.7998 0.011
H 0.768 5.578 1.217 0.0844 0.2519 0.3426 0.133
H 0.569 6.920 -1.482 0.0520 0.8213 0.1345 0.281
H -0.959 4.998 0.078 0.0272 -0.6402 -0.3560 -0.589
H -0.875 5.372 -1.691 -1.3869 0.0984 -0.0626 -1.074
C -3.536 4.408 -5.885 1.7393 -0.8040 1.9950 -1.521
C -2.822 3.991 -4.521 -1.9204 -0.0585 -1.7059 0.415
C -1.968 2.741 -4.512 -0.5693 -0.1881 0.3274 0.460
O -0.673 3.266 -4.252 1.1462 -1.4015 -0.3119 -0.266
C -0.641 4.591 -4.184 1.6028 0.4461 1.4702 0.657
O 0.382 5.234 -3.945 -2.8712 -1.1013 -0.8275 -0.636
O -1.913 5.014 -4.233 0.8468 2.1616 0.1218 -0.398
H -4.208 3.648 -6.283 -0.1724 0.2026 0.2686 0.360
H -2.666 4.489 -6.537 -0.3901 0.5025 -0.4854 0.393
H -3.985 5.353 -5.578 -0.2292 0.0053 -0.9000 0.397
H -3.575 3.992 -3.733 0.1259 -0.1156 0.1547 0.220
H -1.971 2.117 -5.406 0.1260 0.4196 -0.1718 0.427
H -2.321 2.126 -3.684 0.5631 -0.1844 0.0293 -0.461
C 2.856 -4.099 2.652 0.2778 -0.5656 -0.8537 -1.085
C 2.674 -5.652 2.818 1.3824 3.0344 0.0039 0.409
C 2.877 -6.077 4.252 0.0155 0.1562 0.9485 -0.502
O 1.617 -6.674 4.527 1.7478 -1.3726 1.8122 -0.431
C 0.864 -6.756 3.443 0.9465 1.9745 1.7340 0.393
O -0.209 -7.170 3.482 -3.9242 -2.3225 -0.6005 -0.474
O 1.354 -5.996 2.505 0.6655 0.2762 -2.2779 0.158
H 2.809 -3.870 1.587 0.2624 0.0877 -0.0689 0.383
H 3.816 -3.760 3.040 0.2203 -0.3260 -0.1743 0.098
H 2.149 -3.398 3.095 -0.5397 -0.7137 0.4714 0.319
H 3.353 -6.181 2.150 -0.0071 0.1205 -0.0981 0.281
H 3.045 -5.328 5.025 -0.5179 0.8120 -0.4469 0.230
H 3.780 -6.659 4.436 -0.4440 -1.1223 -0.4453 0.316
C 1.636 -1.716 -4.849 1.0341 -0.9359 -0.1655 -1.429
C 1.002 -1.228 -6.134 -0.9540 -1.2949 -0.0432 0.465
C -0.511 -1.150 -5.972 -0.5889 0.4487 -0.1399 0.354
O -0.828 0.179 -6.360 -1.0361 0.9865 -0.0833 -0.289
C 0.255 0.891 -6.624 0.8860 1.2289 -1.6924 0.696
O 0.276 2.040 -7.040 0.0812 -2.5506 1.3217 -0.594
O 1.326 0.043 -6.528 1.0998 3.9807 0.2210 -0.406
H 1.795 -0.969 -4.072 0.0290 0.3163 -0.4033 0.247
H 2.564 -2.228 -5.102 0.3864 0.4031 0.2422 0.490
H 1.082 -2.516 -4.358 -0.5579 0.0336 -0.2573 0.337
H 1.324 -1.725 -7.050 -0.2273 -1.3872 0.5376 0.374
H -0.818 -1.170 -4.926 -0.0701 -0.8528 -0.2400 -0.511
H -1.085 -1.764 -6.665 0.0421 -0.4727 0.5534 0.313
C 4.935 1.221 0.149 -0.5913 0.0023 -2.0843 -1.235
C 5.153 2.620 0.699 -0.6792 -1.5003 -1.4206 0.511
C 3.920 3.266 1.315 -1.1763 -0.3120 -1.9788 0.914
O 4.154 3.371 2.676 2.9467 -1.0501 1.4468 -0.300
C 5.413 2.761 2.914 0.5223 0.7509 2.0217 0.488
O 5.962 2.659 4.004 -1.7703 0.1257 -2.4014 -0.601
O 5.986 2.346 1.759 0.7622 1.0292 3.1976 -0.299
H 4.328 1.238 -0.757 -0.3248 0.2311 -0.1128 0.301
H 4.442 0.502 0.803 0.2201 0.3124 0.4757 0.118
H 5.875 0.831 -0.238 0.1934 -0.1361 0.4541 0.471
H 5.694 3.236 -0.021 -0.1740 0.1411 -0.0145 0.320
H 3.063 2.617 1.135 -0.0675 0.1115 0.1907 -0.713
H 3.678 4.212 0.831 0.1480 0.2357 0.4179 0.022
O -2.005 2.700 -1.532 -2.0565 -0.3922 2.1668 -0.218
C -2.743 2.349 -0.592 0.7407 0.3672 0.4076 -0.379
C -2.788 0.994 -0.053 0.6277 -1.8869 -0.0033 0.182
C -3.498 0.536 0.996 0.6403 0.6084 -0.6699 -0.281
C -4.434 1.407 1.757 0.8450 -1.5049 -0.7308 -0.055
O -5.077 0.943 2.666 -0.4335 0.4288 0.4812 -0.623
C -4.429 2.772 1.285 0.5332 1.1503 -0.9520 -0.551
C -3.606 3.195 0.294 -0.9520 1.3226 -0.1063 -0.260
H -2.080 0.318 -0.511 0.0413 -0.2078 -0.1975 0.336
H -3.336 -0.467 1.362 -0.1694 -0.1600 -0.0378 0.754
H -5.117 3.470 1.739 0.0726 0.1506 0.1929 0.488
H -3.674 4.253 0.084 0.1693 0.2363 -0.3324 0.500
O -2.898 -0.752 -4.110 -0.5714 -0.8157 0.2700 -0.142
C -3.840 -1.495 -3.841 -0.3263 1.1690 -0.2641 0.070
C -4.024 -2.149 -2.553 -2.0511 -1.9317 1.1458 0.188
C -5.179 -2.851 -2.231 2.4378 1.5850 0.0032 -0.442
C -6.302 -3.072 -3.179 2.6386 1.6745 0.1020 0.073
O -7.181 -3.838 -2.968 -1.6511 -1.0797 0.1499 -0.504
C -6.111 -2.318 -4.438 0.5435 -0.0918 -1.2342 -0.576
C -4.990 -1.642 -4.774 -0.7413 -0.9097 0.1862 -0.509
H -3.246 -2.131 -1.805 0.1571 0.2428 -0.0549 0.464
H -5.242 -3.212 -1.215 -0.1552 -0.3638 -0.0199 0.483
H -6.850 -2.559 -5.188 -0.2575 0.3791 -0.1640 0.367
H -4.850 -1.264 -5.776 -0.0499 0.2023 -0.0444 0.456
O 0.232 -2.673 -1.256 -0.1626 -1.2117 -0.1201 -0.660
C 0.349 -1.500 -1.041 0.3303 1.5487 0.7654 -0.113
C -0.032 -0.434 -1.961 1.6353 3.2552 -1.8128 0.418
C 0.523 0.843 -1.944 -1.7493 -2.3506 0.9794 -0.424
C 1.299 1.354 -0.749 -2.7995 -3.7308 -1.6937 -0.010
O 1.619 2.477 -0.671 1.4763 2.8994 0.5676 -0.431
C 1.272 0.350 0.343 0.0805 -0.2946 1.0998 0.172
C 0.850 -0.926 0.244 0.5570 0.7000 -0.0705 -0.508
H -0.603 -0.563 -2.868 -0.5417 -0.8234 0.2531 0.226
H 0.020 1.553 -2.584 0.7343 0.3549 -0.4485 0.091
H 1.480 0.789 1.308 0.4123 -0.2435 0.3514 0.445
H 0.860 -1.567 1.113 -0.0148 -0.1137 0.1315 0.776
```
Positions in Å, forces in eV/Å.

E_LUMO, Eh: -0.087
Frontier orbital gap, Eh: 0.2850
Energy relative to the best compared isomer or geometry (same formula, charge and spin), kJ/mol: 376.24
Structure (SMILES): C[C@H]1COC(=O)O1.C[C@H]1COC(=O)O1.C[C@H]1COC(=O)O1.C[C@H]1COC(=O)O1.C[C@H]1COC(=O)O1.C[C@H]1COC(=O)O1.C[C@H]1COC(=O)O1.C[C@H]1COC(=O)O1.C[C@H]1COC(=O)O1.O=C1C=CC(=O)C=C1.O=C1C=CC(=O)C=C1.O=C1C=CC(=O)C=C1
F_max, eV/Å: 4.96


Entry 2:
# BrH3NP

A 2-piece molecular cluster, BrH3NP overall (the ωB97M-V functional and the def2-TZVPD basis, the OMol25 dataset).

```
6
Properties=species:S:1:pos:R:3:forces:R:3:mulliken_charge:R:1
H -3.265 -1.003 -0.213 -0.0441 0.2479 0.0124 0.238
N -2.253 -0.928 -0.149 -0.2638 -0.8288 -0.0520 -0.407
P -1.666 0.504 -0.063 0.1060 0.3821 0.0161 0.129
H -0.301 0.098 0.001 0.2061 0.1971 0.0233 0.043
Br 4.135 0.089 0.130 0.2404 -0.3647 -0.0526 -0.192
H 3.350 1.239 0.293 -0.2446 0.3664 0.0528 0.189
```
Positions in Å, forces in eV/Å.

E_LUMO, Eh: -0.012
Frontier orbital gap, Eh: 0.3328
Energy relative to the best compared isomer or geometry (same formula, charge and spin), kJ/mol: 179.24
Structure (SMILES): [H]/N=P/[H].Br
F_max, eV/Å: 0.87


Entry 3:
# C20H22N4O2

One molecule with the formula C20H22N4O2 (the ωB97M-V functional and the def2-TZVPD basis, the OMol25 dataset).

```
48
Properties=species:S:1:pos:R:3:forces:R:3:mulliken_charge:R:1
C -5.131 -1.403 1.728 -1.1198 0.0494 -0.9134 -1.266
C -5.027 0.100 1.437 0.2165 -0.9714 0.3779 -0.436
C -3.944 0.470 0.458 -0.4985 0.8958 0.3249 -0.510
C -3.799 1.967 0.493 1.4628 1.8338 -2.2543 -0.152
C -3.349 2.695 -0.582 -0.9754 -1.5248 2.1892 -0.291
C -2.989 4.145 -0.564 -0.3225 -0.4886 -0.1373 -0.729
O -1.572 4.235 -0.510 1.0230 0.6516 0.7933 -0.459
C -0.970 3.811 0.749 -1.1030 -0.0795 -1.0401 -0.421
C -0.024 2.654 0.498 0.1999 -0.3771 0.0997 0.560
O 0.163 1.891 1.425 0.4024 -0.3752 -0.3282 -0.651
N 0.580 2.601 -0.748 -1.1692 0.5936 1.4010 -0.072
C 1.362 1.604 -1.318 0.0741 -0.4388 0.2873 0.828
C 1.819 1.880 -2.598 1.0160 -1.0310 -1.0320 -0.461
C 2.638 0.956 -3.263 -0.1300 -1.4035 1.6566 -0.895
C 2.982 -0.257 -2.583 -0.0515 0.8165 0.0842 -0.697
C 2.523 -0.543 -1.275 -0.1987 1.4579 -1.1356 0.291
C 3.010 -1.753 -0.587 0.5672 -1.0562 -0.3968 0.119
N 3.306 -2.865 -1.216 -0.3136 -0.5397 -0.6174 -0.792
C 3.819 -3.766 -0.274 0.0870 0.5323 -0.7545 0.748
C 4.221 -5.121 -0.331 -0.2892 0.6923 0.4897 -0.745
C 4.664 -5.688 0.868 -0.3498 0.7199 -0.3020 -0.272
C 4.717 -4.922 2.043 -0.3203 1.3400 -0.4515 -0.329
N 4.342 -3.613 2.083 0.1836 -0.7463 0.1434 -0.640
C 3.906 -3.076 0.931 0.2170 -1.9497 1.6447 0.310
N 3.327 -1.850 0.744 0.2097 0.2321 -0.0685 -0.022
C 1.674 0.401 -0.674 0.3467 -0.7106 0.7360 -0.458
H -4.219 -1.859 2.089 0.2446 0.1255 0.2539 0.344
H -5.439 -1.982 0.828 0.2673 0.4357 0.3705 0.305
H -5.947 -1.537 2.437 0.1645 -0.2808 0.2497 0.360
H -5.968 0.494 1.063 -0.2681 -0.0764 -0.0171 0.295
H -4.838 0.621 2.369 0.0425 0.0776 0.3298 0.343
H -2.999 -0.013 0.688 0.1940 -0.1094 0.1283 0.312
H -4.268 0.164 -0.528 0.2116 -0.1370 -0.4405 0.352
H -3.969 2.533 1.419 -0.1702 -0.4574 -0.1558 0.270
H -3.075 2.133 -1.463 -0.0350 0.0680 -0.3565 0.296
H -3.431 4.685 0.276 -0.1266 -0.0622 0.0902 0.355
H -3.338 4.617 -1.498 0.4530 0.0378 0.3565 0.312
H -0.390 4.611 1.212 -0.1489 0.2730 -0.2040 0.360
H -1.740 3.465 1.481 0.6768 0.1958 -0.6514 0.230
H 0.300 3.359 -1.351 -0.1109 -0.0643 -0.1121 0.176
H 1.563 2.798 -3.107 -0.1105 0.1723 0.1327 0.393
H 3.034 1.132 -4.259 -0.1410 0.0762 0.1966 0.376
H 3.689 -0.959 -2.997 -0.0672 -0.0225 -0.3318 0.466
H 4.128 -5.705 -1.242 0.0768 0.1419 0.0948 0.421
H 4.935 -6.723 0.933 0.1314 -0.3186 -0.1461 0.375
H 5.080 -5.412 2.967 -0.3238 0.6914 -0.4792 0.343
H 3.334 -1.122 1.420 -0.0794 0.5085 0.3830 0.204
H 1.309 0.146 0.329 -0.0452 0.6020 -0.4880 0.552
```
Positions in Å, forces in eV/Å.

E_LUMO, Eh: 0.011
Frontier orbital gap, Eh: 0.3191
Energy relative to the best compared isomer or geometry (same formula, charge and spin), kJ/mol: 171.19
Structure (SMILES): CCC/C=C/COCC(=O)Nc1cccc(-c2nc3cccnc3[nH]2)c1
F_max, eV/Å: 3.25


Entry 4:
# C4H9NS

A 2-piece molecular cluster, C4H9NS overall (the ωB97M-V functional and the def2-TZVPD basis, the OMol25 dataset).

```
15
Properties=species:S:1:pos:R:3:forces:R:3:mulliken_charge:R:1
C 1.846 -1.571 -2.305 -1.8037 1.0690 0.8036 -0.658
C 1.423 -1.303 -1.053 0.6889 -0.8304 0.7455 -0.033
N 0.084 -0.961 -0.728 0.3690 0.1007 -1.1304 -0.312
C -0.364 0.141 -1.147 -0.7675 1.6708 0.2920 -0.426
H 1.211 -1.293 -3.164 0.3288 -0.4332 0.5327 0.224
H 2.721 -2.134 -2.472 1.0842 -0.1273 -0.1771 0.287
H 2.047 -1.541 -0.147 -0.6358 0.0467 -1.0842 0.262
H -1.473 0.366 -1.143 1.2966 -0.3847 0.2903 0.332
H 0.296 1.026 -1.403 -0.5647 -1.1301 -0.3063 0.313
C -1.054 0.772 2.383 -0.3349 0.9289 1.3252 -0.678
S -1.382 2.238 1.309 -0.3854 -0.2721 0.4775 -0.224
H -0.981 -0.096 1.755 0.1673 -0.3652 -0.1155 0.227
H -0.133 1.003 2.931 -0.0029 -0.4193 -0.3882 0.254
H -1.806 0.608 3.201 0.3427 0.2713 -1.1448 0.321
H -2.435 2.744 1.980 0.2174 -0.1250 -0.1202 0.111
```
Positions in Å, forces in eV/Å.

E_LUMO, Eh: 0.031
Frontier orbital gap, Eh: 0.3608
Energy relative to the best compared isomer or geometry (same formula, charge and spin), kJ/mol: 225.13
Structure (SMILES): C=CN=C.CS
F_max, eV/Å: 2.25